[1]
DFT (ωB97M-V/def2-TZVPD) results for a structure of composition C38H30N5O5PTi.

Values from the calculation:
E_HOMO (spin up / spin down), eV: -5.625 / -7.561
Calculated total energy, a.u.: -3306.87968
Molar mass, g mol⁻¹: 715.53
LUMO level (spin up / spin down), eV: -0.28 / -0.41

Structure (ORCA input):
```
! wB97M-V def2-TZVPD RIJCOSX def2/J DEFGRID3
* xyz 0 3
Ti 0.0499 -0.7126 -0.6521
O 0.1817 -5.5252 -2.4830
C -1.0093 -5.0643 -2.8855
C -1.8927 -5.9920 -3.4386
C -3.1371 -5.6079 -3.8880
C -3.5312 -4.2804 -3.7915
C -2.6679 -3.3471 -3.2607
C -1.4013 -3.7104 -2.7896
C -0.5114 -2.6931 -2.2281
O -0.7727 -1.4199 -2.2804
N 0.6474 -3.0967 -1.7100
N 1.3063 -2.0113 -1.2889
C 2.5963 -1.7802 -1.3599
C 2.8805 -0.4081 -1.5229
C 4.1712 0.0781 -1.8206
C 4.3348 1.3565 -2.2785
C 3.1900 2.1405 -2.4747
C 1.9641 1.6175 -2.1295
N 1.7659 0.4090 -1.5989
H 0.6912 -4.7808 -2.0833
H -1.5667 -7.0174 -3.5018
H -3.7976 -6.3485 -4.3140
H -4.5060 -3.9782 -4.1413
H -2.9604 -2.3100 -3.1990
H 3.3370 -2.5594 -1.5052
H 5.0131 -0.5902 -1.7291
H 5.3133 1.7473 -2.5112
H 3.2558 3.1381 -2.8794
H 1.0873 2.2236 -2.3038
O -3.2590 1.4227 0.0645
N -2.2235 1.5310 0.9959
C -2.5680 1.3798 2.2251
C -1.5584 1.5852 3.2124
C -1.8965 1.7984 4.5528
C -0.9227 2.0794 5.4840
C 0.4073 2.1586 5.0897
C 0.7545 1.9497 3.7660
C -0.2090 1.6525 2.8083
P 0.2216 1.2547 1.0726
C 0.0633 2.8714 0.2319
C -0.5633 2.8643 -1.0116
C -0.6595 4.0246 -1.7601
C -0.1143 5.1992 -1.2667
C 0.4822 5.2212 -0.0166
C 0.5543 4.0649 0.7410
C 2.0558 1.0849 1.3194
C 3.0123 1.9475 0.7936
C 4.3638 1.6756 0.9380
C 4.7823 0.5362 1.6023
C 3.8418 -0.3188 2.1547
C 2.4935 -0.0372 2.0322
H -2.8820 1.7553 -0.7633
H -3.5897 1.1681 2.5255
H -2.9371 1.7673 4.8433
H -1.1945 2.2309 6.5178
H 1.1788 2.3872 5.8111
H 1.7933 2.0233 3.4815
H -0.9245 1.9061 -1.4028
H -1.1264 4.0112 -2.7362
H -0.1409 6.0972 -1.8648
H 0.8941 6.1445 0.3645
H 1.0039 4.0778 1.7223
H 2.7024 2.8330 0.2562
H 5.0941 2.3555 0.5238
H 5.8355 0.3134 1.6939
H 4.1603 -1.2059 2.6846
H 1.7816 -0.6952 2.5116
O -0.3366 -2.1099 2.9991
C -0.5259 -1.8198 1.8285
O 0.4161 -1.5681 0.9616
C -1.8720 -1.7022 1.2195
C -3.0330 -2.1881 1.8043
C -4.2157 -2.1319 1.0939
C -4.1883 -1.5659 -0.1887
C -3.0035 -1.0878 -0.6936
N -1.8391 -1.1553 -0.0255
H -2.9662 -2.6089 2.7964
H -5.1286 -2.5282 1.5094
H -5.0936 -1.4791 -0.7675
H -2.9528 -0.6477 -1.6864
*
```

---

[2]
DFT (ωB97M-V/def2-TZVPD) results for a structure of composition C38H31BrN8O5Ta.

Values from the calculation:
E_HOMO, eV: -11.414
Calculated total energy, a.u.: -4911.95804
Molar mass, g mol⁻¹: 940.57
LUMO level, eV: -4.38

Structure (ORCA input):
```
! wB97M-V def2-TZVPD RIJCOSX def2/J DEFGRID3
* xyz 1 1
Ta -0.1492 0.4937 -0.0012
C 1.6341 1.4758 -3.3173
C 2.3776 2.1543 -2.1996
C 3.0069 3.3718 -2.4455
C 3.7495 3.9979 -1.4640
C 3.9387 3.3827 -0.2337
C 3.3436 2.1620 0.0516
C 3.7192 1.4414 1.3137
C 2.5020 1.6099 -0.9224
N 1.7773 0.3846 -0.6147
C 2.5827 -0.7721 -0.6256
O 3.7457 -0.8030 -0.9132
C 1.7854 -1.9635 -0.2327
C 2.2499 -3.2589 -0.1518
C 1.3376 -4.2591 0.1685
C -0.0003 -3.9359 0.3670
C -0.3670 -2.6103 0.2649
N 0.5155 -1.6546 0.0006
C -1.7645 -2.0931 0.3819
O -2.7037 -2.8217 0.5834
N -1.8095 -0.7124 0.2150
C -3.1709 -0.2225 0.0380
C -3.8473 0.3334 1.1180
C -3.2314 0.4903 2.4790
C -5.1654 0.7400 0.9231
C -5.7771 0.6030 -0.3093
C -5.0808 0.0411 -1.3679
C -3.7703 -0.3928 -1.2106
C -3.0667 -1.0712 -2.3498
H 2.2708 1.4180 -4.2005
H 0.7386 2.0307 -3.5939
H 1.3417 0.4543 -3.0754
H 2.9020 3.8285 -3.4212
H 4.2069 4.9574 -1.6622
H 4.5800 3.8431 0.5080
H 3.8413 2.1306 2.1511
H 4.6707 0.9246 1.1759
H 3.0022 0.6748 1.5988
H 3.2930 -3.4591 -0.3526
H 1.6612 -5.2885 0.2418
H -0.7620 -4.6732 0.5789
H -3.1939 -0.4645 3.0094
H -3.8218 1.1731 3.0883
H -2.2147 0.8906 2.4520
H -5.7077 1.1712 1.7556
H -6.7985 0.9299 -0.4517
H -5.5596 -0.0744 -2.3317
H -3.5450 -0.8356 -3.2992
H -3.0910 -2.1585 -2.2360
H -2.0224 -0.7721 -2.4377
Br -1.7061 4.3233 -4.4319
C -2.8705 4.1268 -2.9609
C -4.1115 4.7366 -3.0280
C -5.0139 4.5862 -1.9836
C -4.6925 3.8088 -0.8815
C -3.4590 3.1814 -0.8311
C -2.5367 3.3523 -1.8551
C -1.1873 2.7625 -1.6951
O -0.1618 3.3558 -1.7696
O -1.2070 1.3874 -1.3361
H -4.3727 5.3248 -3.8960
H -5.9775 5.0746 -2.0386
H -5.3978 3.6785 -0.0729
H -3.2047 2.5564 0.0134
N 2.1676 2.6981 4.8430
C 1.8839 1.4713 5.3496
O 2.3144 1.0690 6.4072
C 1.0077 0.5681 4.5197
C 0.3347 -0.4634 5.1562
C -0.4315 -1.3083 4.3833
C -0.4867 -1.1076 3.0154
N 0.1668 -0.1316 2.3664
C 0.8951 0.6906 3.1523
H 2.7223 3.3132 5.4159
H 1.6429 3.1027 4.0879
H 0.4301 -0.5789 6.2279
H -0.9943 -2.1219 4.8176
H -1.1030 -1.7756 2.4432
H 1.4443 1.4662 2.6515
N 1.5947 6.3856 0.1093
C 1.2679 5.4175 0.6356
N 0.9223 4.3391 1.3305
C 0.4100 3.2640 1.1008
N -0.0701 2.1607 1.0657
*
```